Entry 1:
{
  "formula": "C22H36N7O4P2Pt",
  "method": "ωB97M-V with the def2-TZVPD basis set",
  "homo_ha": [-0.3857, -0.3846],
  "relative_energy_kcal_mol": 6.0,
  "homo_lumo_gap_ev": [7.61, 7.05],
  "charge": 1,
  "spin_multiplicity": 3,
  "species": ["Pt", "C", "C", "N", "N", "C", "O", "C", "C", "C", "C", "C", "C", "C", "C", "C", "C", "C", "N", "H", "H", "H", "H", "H", "H", "H", "H", "H", "H", "H", "H", "C", "N", "C", "P", "O", "O", "P", "O", "N", "C", "C", "N", "C", "C", "N", "C", "C", "H", "H", "H", "H", "H", "H", "H", "H", "H", "H", "H", "H", "H", "H", "H", "H", "H", "H", "H", "H", "H", "H", "H", "H"],
  "coordinates": [[-0.748, -0.132, 1.129], [-4.297, -0.003, 3.883], [-2.969, 0.142, 3.211], [-2.733, -0.327, 2.035], [-3.616, -1.015, 1.331], [-3.029, -1.739, 0.386], [-1.761, -1.857, 0.288], [-3.902, -2.449, -0.565], [-5.276, -2.545, -0.349], [-6.077, -3.184, -1.279], [-5.519, -3.727, -2.429], [-4.152, -3.634, -2.645], [-3.344, -3.002, -1.716], [-1.823, 0.757, 3.866], [-1.919, 1.438, 5.076], [-0.778, 1.950, 5.664], [0.443, 1.770, 5.030], [0.468, 1.090, 3.827], [-0.629, 0.591, 3.261], [-4.966, -0.550, 3.227], [-4.736, 0.974, 4.092], [-4.196, -0.549, 4.823], [-5.706, -2.123, 0.547], [-7.143, -3.261, -1.109], [-6.148, -4.225, -3.155], [-3.709, -4.056, -3.538], [-2.275, -2.922, -1.866], [-2.884, 1.562, 5.547], [-0.835, 2.483, 6.603], [1.360, 2.145, 5.462], [1.394, 0.934, 3.296], [4.808, 0.730, -0.210], [3.511, 0.449, 0.397], [3.605, -0.087, 1.757], [2.253, 1.475, 0.075], [1.108, 1.230, 0.983], [1.928, 1.188, -1.478], [0.869, 0.042, -1.943], [-0.399, 0.090, -1.190], [1.687, -1.371, -1.678], [0.919, -2.592, -1.420], [2.938, -1.597, -2.391], [0.675, 0.477, -3.527], [-0.330, -0.296, -4.258], [1.770, 0.969, -4.357], [2.730, 3.059, 0.063], [2.014, 3.985, 0.951], [3.205, 3.689, -1.168], [5.401, -0.185, -0.209], [5.362, 1.502, 0.335], [4.681, 1.050, -1.244], [4.305, -0.923, 1.751], [2.634, -0.467, 2.067], [3.963, 0.657, 2.479], [-0.006, -2.354, -0.900], [1.514, -3.257, -0.791], [0.679, -3.125, -2.347], [3.457, -0.654, -2.556], [2.774, -2.087, -3.357], [3.578, -2.243, -1.788], [-1.099, -0.643, -3.568], [0.112, -1.158, -4.771], [-0.802, 0.341, -5.007], [2.486, 1.515, -3.750], [1.363, 1.654, -5.103], [2.284, 0.159, -4.884], [1.694, 3.466, 1.850], [1.134, 4.414, 0.463], [2.692, 4.792, 1.229], [3.764, 2.978, -1.773], [3.870, 4.511, -0.903], [2.377, 4.084, -1.764]],
  "mulliken_spin": [1.43, 0.00, -0.02, 0.16, 0.03, 0.04, 0.14, 0.00, 0.01, 0.00, 0.00, 0.00, 0.01, 0.01, 0.00, 0.00, 0.00, -0.01, 0.10, 0.00, 0.00, 0.00, 0.00, 0.00, 0.00, 0.00, 0.00, 0.00, 0.00, 0.00, 0.00, 0.00, 0.00, 0.00, 0.00, 0.03, 0.01, 0.03, 0.04, -0.01, 0.00, 0.00, 0.00, 0.00, 0.00, 0.00, 0.00, 0.00, 0.00, 0.00, 0.00, 0.00, 0.00, 0.00, 0.00, 0.00, 0.00, 0.00, 0.00, 0.00, 0.00, 0.00, 0.00, 0.00, 0.00, 0.00, 0.00, 0.00, 0.00, 0.00, 0.00, 0.00]
}

Entry 2:
{
  "formula": "C22H36NO3",
  "method": "ωB97M-V with the def2-TZVPD basis set",
  "homo_ha": -0.4363,
  "relative_energy_kcal_mol": 0.0,
  "smiles": "CC[N+](C)(CC)CCCOC(=O)[C@](O)(c1ccccc1)C1CCCCC1",
  "homo_lumo_gap_ev": 9.68,
  "charge": 1,
  "species": ["C", "C", "N", "C", "C", "C", "C", "C", "C", "O", "C", "O", "C", "O", "C", "C", "C", "C", "C", "C", "C", "C", "C", "C", "C", "C", "H", "H", "H", "H", "H", "H", "H", "H", "H", "H", "H", "H", "H", "H", "H", "H", "H", "H", "H", "H", "H", "H", "H", "H", "H", "H", "H", "H", "H", "H", "H", "H", "H", "H", "H", "H"],
  "coordinates": [[-2.438, -0.467, -1.806], [-3.554, 0.365, -1.194], [-3.398, 0.690, 0.257], [-4.515, 1.563, 0.660], [-3.400, -0.552, 1.100], [-4.560, -1.509, 0.882], [-2.101, 1.375, 0.531], [-1.855, 2.702, -0.186], [-0.378, 3.092, -0.027], [0.431, 2.110, -0.655], [1.004, 1.183, 0.132], [0.989, 1.248, 1.335], [1.569, 0.040, -0.707], [1.328, 0.304, -2.074], [0.801, -1.243, -0.392], [0.251, -1.515, 0.856], [-0.441, -2.696, 1.073], [-0.591, -3.620, 0.052], [-0.032, -3.360, -1.188], [0.660, -2.182, -1.407], [3.090, -0.139, -0.432], [3.830, 1.194, -0.592], [5.334, 0.993, -0.419], [5.636, 0.399, 0.952], [4.893, -0.921, 1.125], [3.389, -0.726, 0.947], [-1.489, 0.060, -1.847], [-2.720, -0.697, -2.830], [-2.290, -1.411, -1.290], [-4.504, -0.159, -1.302], [-3.640, 1.308, -1.736], [-5.465, 1.054, 0.514], [-4.519, 2.470, 0.061], [-4.418, 1.833, 1.710], [-2.463, -1.083, 0.916], [-3.399, -0.225, 2.142], [-5.529, -1.040, 1.028], [-4.471, -2.301, 1.621], [-4.531, -1.979, -0.097], [-1.317, 0.671, 0.249], [-2.028, 1.538, 1.609], [-2.051, 2.617, -1.255], [-2.463, 3.506, 0.228], [-0.100, 3.170, 1.029], [-0.182, 4.038, -0.533], [1.890, 1.033, -2.362], [0.378, -0.820, 1.672], [-0.849, -2.901, 2.052], [-1.126, -4.541, 0.227], [-0.125, -4.080, -1.986], [1.092, -1.980, -2.374], [3.447, -0.839, -1.197], [3.474, 1.897, 0.166], [3.641, 1.633, -1.576], [5.845, 1.950, -0.535], [5.701, 0.320, -1.197], [6.709, 0.240, 1.059], [5.320, 1.098, 1.729], [5.088, -1.332, 2.116], [5.254, -1.641, 0.387], [3.016, -0.049, 1.717], [2.885, -1.686, 1.062]],
  "nbo_charge": [-0.65, -0.22, -0.21, -0.42, -0.23, -0.64, -0.23, -0.45, -0.08, -0.51, 0.81, -0.62, 0.12, -0.71, -0.05, -0.25, -0.22, -0.22, -0.22, -0.15, -0.20, -0.41, -0.39, -0.40, -0.39, -0.42, 0.24, 0.25, 0.23, 0.23, 0.23, 0.24, 0.23, 0.23, 0.26, 0.22, 0.22, 0.25, 0.22, 0.25, 0.23, 0.22, 0.23, 0.22, 0.22, 0.49, 0.25, 0.22, 0.22, 0.23, 0.23, 0.22, 0.20, 0.19, 0.22, 0.20, 0.22, 0.20, 0.22, 0.20, 0.22, 0.22]
}

Entry 3:
{
  "formula": "C22H37ClN7O5P",
  "method": "ωB97M-V with the def2-TZVPD basis set",
  "homo_ha": -0.2881,
  "smiles": "[H]/N=C/Cc1cccc2ncc(P(O)Cl)nc12.CN(C)C=O.CN(C)C=O.CN(C)C=O.CN(C)C=O",
  "homo_lumo_gap_ev": 7.47,
  "species": ["H", "N", "C", "C", "C", "C", "C", "C", "C", "N", "C", "C", "P", "O", "Cl", "N", "C", "H", "H", "H", "H", "H", "H", "H", "H", "C", "N", "C", "C", "O", "H", "H", "H", "H", "H", "H", "H", "C", "N", "C", "C", "O", "H", "H", "H", "H", "H", "H", "H", "C", "N", "C", "C", "O", "H", "H", "H", "H", "H", "H", "H", "C", "N", "C", "C", "O", "H", "H", "H", "H", "H", "H", "H"],
  "coordinates": [[4.768, 3.645, -0.352], [4.310, 3.461, 0.570], [4.639, 2.215, 0.843], [4.135, 1.415, 2.165], [3.402, 0.087, 1.581], [4.276, -1.181, 1.484], [3.647, -2.495, 0.886], [2.173, -2.420, 0.425], [1.258, -1.137, 0.558], [-0.094, -1.248, 0.077], [-0.796, -0.021, 0.264], [-0.183, 1.260, 0.896], [-1.365, 2.763, 1.087], [-1.927, 2.609, 2.731], [-0.289, 4.578, 0.927], [1.171, 1.393, 1.334], [1.874, 0.154, 1.150], [5.277, 1.597, 0.117], [5.036, 1.111, 2.826], [3.414, 2.067, 2.784], [5.373, -1.194, 1.839], [4.285, -3.451, 0.780], [1.709, -3.365, -0.040], [-1.893, 0.011, -0.081], [-2.916, 2.560, 2.700], [-3.621, 4.513, -3.727], [-3.317, 3.526, -2.712], [-4.403, 2.979, -1.920], [-2.046, 3.095, -2.478], [-1.726, 2.269, -1.640], [-4.090, 5.376, -3.252], [-4.312, 4.075, -4.452], [-2.716, 4.836, -4.244], [-4.216, 3.191, -0.864], [-4.435, 1.895, -2.060], [-5.355, 3.416, -2.219], [-1.301, 3.574, -3.133], [-1.843, -5.835, 2.261], [-0.564, -5.990, 1.599], [0.586, -6.398, 2.383], [-0.407, -5.766, 0.263], [0.639, -5.878, -0.350], [-1.750, -5.077, 3.043], [-2.130, -6.790, 2.711], [-2.615, -5.527, 1.554], [1.360, -5.629, 2.309], [0.982, -7.333, 1.978], [0.308, -6.539, 3.428], [-1.341, -5.461, -0.236], [-6.174, 9.160, -1.046], [-6.654, 7.862, -1.475], [-8.084, 7.634, -1.555], [-5.805, 6.848, -1.807], [-6.145, 5.737, -2.174], [-6.549, 9.364, -0.040], [-6.544, 9.923, -1.735], [-5.083, 9.189, -1.032], [-8.352, 6.807, -0.894], [-8.346, 7.363, -2.580], [-8.632, 8.531, -1.261], [-4.742, 7.127, -1.711], [7.191, -7.911, 0.278], [6.477, -6.650, 0.260], [6.154, -6.046, -1.018], [6.101, -6.014, 1.405], [5.501, -4.955, 1.455], [8.152, -7.784, -0.226], [6.598, -8.663, -0.249], [7.366, -8.247, 1.302], [6.616, -5.056, -1.074], [5.070, -5.931, -1.096], [6.517, -6.666, -1.839], [6.394, -6.557, 2.317]],
  "lowdin_charge": [0.04, 0.05, -0.23, -0.15, -0.12, -0.02, -0.04, 0.00, -0.17, 0.07, -0.09, -0.36, 0.61, -0.40, 0.13, 0.09, -0.13, 0.11, 0.11, 0.11, 0.10, 0.06, 0.08, 0.11, 0.04, -0.05, -0.18, -0.05, -0.33, -0.09, 0.05, 0.10, 0.09, 0.08, 0.09, 0.07, 0.13, -0.06, -0.20, -0.05, -0.35, 0.00, 0.09, 0.09, 0.08, 0.09, 0.09, 0.09, 0.13, -0.06, -0.20, -0.04, -0.33, 0.00, 0.09, 0.09, 0.09, 0.09, 0.09, 0.09, 0.13, -0.06, -0.20, -0.04, -0.32, -0.01, 0.09, 0.09, 0.08, 0.09, 0.10, 0.09, 0.13]
}

Entry 4:
{
  "formula": "C22H37F6N7O5PRu",
  "method": "ωB97M-V with the def2-TZVPD basis set",
  "homo_ha": [-0.4045, -0.4431],
  "homo_lumo_gap_ev": [8.61, 6.70],
  "charge": 1,
  "spin_multiplicity": 5,
  "species": ["Ru", "O", "C", "C", "N", "C", "C", "O", "O", "C", "C", "O", "O", "H", "H", "H", "H", "H", "H", "H", "H", "H", "C", "N", "C", "C", "N", "C", "C", "C", "C", "C", "C", "N", "C", "N", "C", "C", "N", "C", "C", "N", "C", "C", "H", "H", "H", "H", "H", "H", "H", "H", "H", "H", "H", "H", "H", "H", "H", "H", "H", "H", "H", "H", "H", "H", "H", "H", "H", "H", "H", "H", "F", "P", "F", "F", "F", "F", "F"],
  "coordinates": [[-0.192, -0.506, -0.715], [-1.450, 1.738, -2.618], [-2.547, 1.004, -3.137], [-2.880, -0.149, -2.216], [-1.770, -1.122, -1.999], [-2.317, -2.304, -1.269], [-2.444, -1.954, 0.207], [-3.320, -2.348, 0.921], [-1.443, -1.168, 0.634], [-1.091, -1.486, -3.275], [0.053, -0.511, -3.510], [0.345, -0.058, -4.578], [0.709, -0.196, -2.376], [-0.839, 1.947, -3.333], [-2.331, 0.641, -4.143], [-3.438, 1.636, -3.209], [-3.724, -0.695, -2.650], [-3.188, 0.216, -1.234], [-1.602, -3.123, -1.358], [-3.275, -2.619, -1.677], [-1.783, -1.481, -4.114], [-0.663, -2.481, -3.176], [2.928, -3.431, 1.443], [2.241, -2.130, 1.486], [1.094, -2.139, 2.400], [2.482, -1.108, 0.683], [1.472, -0.134, 0.556], [1.606, 0.968, 1.317], [2.738, 1.229, 2.137], [2.796, 2.338, 2.927], [1.726, 3.273, 2.960], [0.616, 3.058, 2.207], [0.496, 1.906, 1.373], [-0.580, 1.657, 0.624], [-1.770, 2.236, 0.944], [-2.340, 2.000, 2.132], [-3.233, 2.959, 2.783], [-1.911, 0.912, 3.011], [-2.392, 2.985, 0.024], [-3.842, 3.058, -0.112], [-1.628, 3.835, -0.887], [3.592, -0.936, -0.017], [3.650, 0.012, -1.137], [4.872, -1.581, 0.271], [2.165, -4.196, 1.554], [3.642, -3.516, 2.262], [3.399, -3.588, 0.484], [0.735, -1.138, 2.599], [0.289, -2.734, 1.968], [1.416, -2.595, 3.335], [3.571, 0.539, 2.133], [3.674, 2.515, 3.535], [1.805, 4.158, 3.576], [-0.195, 3.778, 2.208], [-3.270, 3.891, 2.232], [-2.833, 3.164, 3.777], [-4.241, 2.558, 2.891], [-1.468, 0.114, 2.428], [-2.793, 0.512, 3.511], [-1.215, 1.286, 3.765], [-4.235, 4.038, 0.164], [-4.319, 2.293, 0.494], [-4.090, 2.881, -1.160], [-0.578, 3.562, -0.855], [-1.748, 4.880, -0.590], [-1.986, 3.705, -1.905], [2.670, 0.182, -1.562], [4.275, -0.435, -1.908], [4.099, 0.953, -0.813], [4.910, -1.933, 1.295], [5.648, -0.827, 0.141], [5.062, -2.404, -0.416], [0.749, -2.742, -1.044], [1.479, -3.989, -1.951], [2.152, -5.146, -2.785], [1.330, -3.044, -3.245], [2.909, -3.290, -1.634], [-0.009, -4.559, -2.201], [1.579, -4.819, -0.581]],
  "mulliken_spin": [2.67, 0.00, 0.00, 0.00, -0.07, 0.01, 0.01, 0.02, 0.08, 0.01, 0.01, 0.02, 0.14, 0.00, 0.00, 0.00, 0.00, 0.00, 0.00, 0.00, 0.00, 0.00, 0.00, 0.00, -0.01, -0.05, 0.22, 0.30, -0.02, 0.13, 0.09, -0.02, 0.19, 0.20, 0.00, 0.02, 0.00, 0.00, 0.01, 0.00, 0.00, 0.01, 0.00, 0.00, 0.00, 0.00, 0.00, 0.01, 0.00, 0.00, -0.01, 0.00, 0.01, -0.01, 0.00, 0.00, 0.00, 0.00, 0.00, 0.00, 0.00, 0.00, 0.00, 0.00, 0.00, 0.00, 0.00, 0.00, 0.00, 0.00, 0.00, 0.00, 0.01, 0.01, 0.00, 0.00, 0.00, 0.00, 0.00]
}